Record 1
36
Properties=species:S:1:pos:R:3:forces:R:3:nbo_charge:R:1 method="wB97M-V/def2-TZVPD" total_energy_ha=-1842.97390 charge=-1 gap_ev=7.44
S 3.16853 0.52811 -4.32487 -0.04 0.02 0.14 -0.637
P 3.33166 1.40476 -2.58459 0.13 -0.11 -0.14 0.857
C 2.14890 1.17377 -1.18108 -0.06 0.10 -0.10 -0.186
C 1.42870 -0.19198 -1.20429 -0.08 -0.02 0.13 -0.085
O 0.24875 0.06678 -1.88413 -0.08 0.14 0.16 -0.720
B -0.17884 1.39837 -1.32437 -0.07 -0.26 -0.12 0.629
C -1.26140 2.14251 -2.26128 0.03 -0.03 -0.05 -0.694
C -2.70501 1.80807 -1.88290 -0.02 -0.01 -0.04 -0.398
C -3.00583 0.30864 -2.03742 0.04 -0.04 0.03 -0.512
S -4.15088 -0.12709 -3.38733 0.00 -0.01 0.01 -0.082
O 1.15506 2.13613 -1.25149 0.05 -0.06 -0.01 -0.717
H 4.55915 1.10971 -1.94636 0.06 0.02 -0.03 -0.080
H 3.42421 2.80379 -2.66931 -0.04 0.05 0.10 -0.038
H 2.79032 1.28613 -0.28762 -0.05 0.01 0.00 0.162
H 2.00570 -0.99671 -1.67286 -0.01 0.07 -0.06 0.177
H 1.22037 -0.46235 -0.15283 0.08 -0.08 -0.03 0.150
H -0.61893 1.21921 -0.17167 0.07 0.10 0.01 -0.162
H -1.11271 3.22640 -2.19575 0.01 0.02 -0.01 0.202
H -1.08926 1.85546 -3.30794 0.02 0.09 0.00 0.202
H -3.42641 2.38055 -2.47508 0.00 -0.01 -0.01 0.183
H -2.86735 2.08340 -0.83670 0.01 0.00 0.02 0.195
H -2.09068 -0.23474 -2.27456 0.02 0.01 0.01 0.255
H -3.39644 -0.12863 -1.12053 -0.02 -0.01 0.01 0.204
H -5.25647 0.38796 -2.83282 -0.03 0.03 -0.02 0.096
F -0.68576 -0.19945 2.28206 -0.06 -0.02 0.07 -0.301
C -0.11036 -1.14708 3.02946 0.05 0.01 -0.04 0.414
C 1.26065 -1.11061 3.20593 0.01 -0.01 0.00 -0.284
C 1.85447 -2.09614 3.98031 0.01 0.00 0.00 -0.193
C 1.08630 -3.09595 4.56259 -0.01 0.01 -0.01 -0.245
C -0.28778 -3.10988 4.36524 0.00 -0.01 0.01 -0.196
C -0.89928 -2.13211 3.59360 0.00 0.00 0.01 -0.289
H 1.83402 -0.32601 2.73150 -0.01 0.00 -0.01 0.237
H 2.92736 -2.08366 4.12471 0.00 0.00 0.00 0.211
H 1.55717 -3.86355 5.16254 0.00 0.00 0.00 0.208
H -0.89154 -3.89027 4.81101 0.00 0.00 0.00 0.209
H -1.96638 -2.12355 3.41884 0.00 0.00 -0.01 0.228

---

Record 2
103
Properties=species:S:1:pos:R:3:forces:R:3:mulliken_charge:R:1 method="wB97M-V/def2-TZVPD" total_energy_ha=-79252.13860 charge=+1 gap_ev=7.49
C -0.26994 2.55994 0.95480 -1.40 0.72 0.06 0.054
O 0.65663 3.47033 0.32595 0.36 -1.47 0.13 -0.428
C 2.00443 2.91893 0.26311 0.86 -0.81 0.82 -0.453
C 2.07291 1.34974 -0.07777 0.69 0.29 0.25 0.508
C 3.47409 0.87579 -0.70986 0.13 0.39 -0.67 -0.690
C 3.53002 -0.72950 -1.04291 0.01 0.39 0.62 0.961
C 2.16780 -1.47236 -0.63699 0.93 -0.87 -0.62 0.128
C 2.21239 -3.08579 -0.86041 -0.15 1.16 1.68 0.155
C 1.00235 -3.67603 0.06259 0.08 -0.01 -0.26 0.077
C -0.13102 -4.43586 -0.77815 -0.17 -0.41 0.84 -1.037
C -1.26046 -3.47372 -1.38642 -0.49 -0.64 -0.24 -0.267
C -2.54129 -3.27219 -0.41760 -0.65 1.14 -0.35 -0.561
C -2.67957 -1.70876 0.01339 0.98 -0.89 0.33 0.596
C -4.04252 -1.37604 0.79715 0.22 -0.02 0.46 -0.119
P -5.34467 -0.48836 -0.22668 -1.51 2.34 2.11 0.368
O -5.80215 1.01082 0.50783 1.41 -2.70 -0.40 -0.308
O -6.82395 -1.40059 -0.32744 0.38 1.99 3.44 -0.234
C -7.57375 -1.15679 0.85142 -2.08 0.29 0.75 0.413
N -8.34431 -0.92567 1.74059 3.65 -1.15 -3.83 -0.382
P -4.74865 -0.11580 -2.31834 0.07 -0.69 -2.71 0.723
N -3.51563 1.14954 -2.27456 -1.74 -0.51 0.80 -0.473
O -6.08740 0.51508 -3.19958 1.24 -0.52 2.82 -0.392
H -0.78532 1.88988 0.16039 1.05 0.63 1.33 -0.014
H -1.12581 3.20306 1.39634 1.45 -0.87 -0.66 0.218
H 0.17055 1.96285 1.82264 -0.43 0.63 -1.31 -0.124
H 2.63960 3.50779 -0.48936 -1.19 -0.64 1.11 0.292
H 2.43882 3.03765 1.33288 -0.31 0.00 -1.73 0.183
H 1.25358 1.11884 -0.83712 0.98 0.14 1.18 0.092
H 1.94691 0.78772 0.92127 -0.24 0.73 -1.72 0.003
H 3.59703 1.45850 -1.70404 -0.14 -1.01 1.67 0.043
H 4.38969 1.18875 -0.07368 -1.61 -0.55 -0.76 0.179
H 3.81792 -0.83564 -2.14378 -0.65 -0.06 1.56 -0.383
H 4.36974 -1.22859 -0.42074 -1.43 0.90 -1.22 -0.588
H 1.28418 -1.07391 -1.24076 1.01 -0.35 1.10 0.016
H 2.04138 -1.33754 0.50344 -0.08 -0.04 -1.89 -0.134
H 3.22475 -3.41726 -0.40825 -1.64 0.24 -1.02 0.295
H 2.12669 -3.38966 -1.95600 0.11 0.41 1.49 -0.360
H 0.46953 -2.80829 0.61267 0.91 -1.25 -0.86 -0.460
H 1.48007 -4.32404 0.89237 -0.99 0.78 -1.44 0.398
H -0.67856 -5.17253 -0.07028 0.89 1.07 -1.16 0.365
H 0.34578 -5.08054 -1.59289 -0.64 0.99 1.03 0.379
H -0.84980 -2.43629 -1.67841 -0.49 -1.65 0.35 0.103
H -1.67156 -4.00027 -2.33104 0.77 1.08 1.36 0.288
H -2.51227 -3.91427 0.52718 0.11 0.85 -1.28 0.425
H -3.52074 -3.52753 -0.98084 1.59 0.20 0.79 0.190
H -2.48488 -1.05120 -0.89960 -0.46 -0.76 1.17 0.222
H -1.80971 -1.50714 0.75074 -1.50 -0.07 -1.16 -0.662
H -4.51778 -2.32465 1.23369 0.56 1.31 -0.68 0.541
H -3.78271 -0.67799 1.68557 -0.72 -1.01 -1.44 -0.315
H -5.10802 1.30706 1.14105 -0.66 -0.27 -0.22 0.260
H -3.35928 1.52078 -1.32657 0.00 0.19 -0.75 0.214
H -3.84486 1.89342 -2.90964 0.31 -0.13 0.55 0.331
H -6.76659 0.81284 -2.54131 0.63 0.24 -1.02 0.017
C -9.67424 2.54818 -0.43925 -0.20 0.61 0.33 -0.357
Br -9.48455 4.37156 -1.06975 0.03 -0.49 0.15 0.008
Br -8.48903 1.33203 -1.38418 -0.78 0.03 0.24 0.099
Br -9.45427 2.42050 1.48291 0.03 -0.01 -0.48 0.005
H -10.69333 2.23719 -0.66475 0.34 -0.06 -0.02 0.432
C -3.91326 -2.27492 -5.82646 -0.11 -0.24 -0.18 -0.367
Br -5.17248 -2.35107 -7.29745 0.28 0.06 0.43 0.001
Br -3.83044 -0.50262 -5.03978 0.42 -0.16 -1.00 0.016
Br -4.27630 -3.63705 -4.49304 0.03 0.28 -0.18 -0.038
H -2.92749 -2.48599 -6.23830 -0.23 0.13 0.16 0.409
C -1.18908 -0.25706 4.16854 0.24 -0.33 0.27 0.117
Br -1.86617 -1.65432 5.32910 0.10 0.33 -0.36 -0.008
Br 0.00967 -0.96163 2.81546 -0.25 0.16 0.28 0.160
Br -2.62558 0.79006 3.38640 0.22 0.07 0.21 -0.038
H -0.60457 0.42022 4.79112 -0.18 -0.07 -0.19 -0.150
C 1.93744 2.60834 6.48585 0.14 0.14 0.22 -0.388
Br 1.34968 2.45430 4.64174 0.09 0.02 0.18 0.075
Br 0.84924 1.53156 7.67717 0.18 0.13 -0.31 -0.037
Br 3.82655 2.21022 6.67626 -0.59 0.00 -0.11 0.065
H 1.79866 3.64783 6.77956 -0.02 -0.28 -0.13 0.372
C -9.69510 5.75033 4.01277 -0.01 -0.10 -0.01 0.014
Br -10.44080 5.49613 5.78485 0.15 0.09 -0.37 0.000
Br -11.01928 6.41595 2.76198 0.27 -0.11 0.25 -0.002
Br -8.11154 6.87013 4.04982 -0.32 -0.19 -0.01 -0.008
H -9.38364 4.77035 3.65472 -0.09 0.28 0.08 -0.018
C 4.02437 -3.30136 -4.43557 -0.01 -0.18 0.05 -0.368
Br 3.58349 -1.49887 -4.99803 0.07 -0.26 0.02 0.006
Br 4.65518 -4.38695 -5.91353 -0.11 0.27 0.29 -0.025
Br 5.27346 -3.29599 -2.95225 -0.30 -0.04 -0.47 0.022
H 3.10372 -3.75801 -4.07536 0.24 0.13 -0.11 0.278
C 7.29118 0.53008 5.24967 -0.11 0.00 -0.15 -0.205
Br 6.88319 1.04068 7.07561 0.32 -0.14 -0.24 -0.102
Br 9.09987 1.01895 4.74884 -0.36 -0.15 0.12 -0.024
Br 6.93274 -1.34655 4.92894 0.10 0.43 0.48 -0.019
H 6.61863 1.09425 4.60473 0.18 -0.13 0.17 0.283
C 7.77869 -1.74394 0.90821 0.13 -0.02 0.08 -0.244
Br 8.58598 -2.94511 2.20166 -0.14 0.17 -0.45 -0.018
Br 7.66119 -2.55830 -0.84853 0.05 0.23 0.59 0.020
Br 6.05735 -1.07374 1.51211 0.43 -0.12 -0.13 0.075
H 8.43969 -0.88276 0.81791 -0.17 -0.22 -0.02 0.292
C 2.00805 4.40521 -3.89384 0.07 0.13 0.06 -0.300
Br 0.11880 4.71039 -4.21125 0.35 -0.08 0.02 -0.005
Br 2.45048 2.51675 -3.94093 -0.16 0.34 -0.11 0.070
Br 3.11831 5.43540 -5.10437 -0.27 -0.26 0.23 -0.011
H 2.22274 4.75774 -2.88609 -0.09 -0.11 -0.26 0.270
C 11.40699 -0.51915 -2.32443 0.03 -0.02 -0.13 -0.324
Br 10.63602 1.03063 -3.19917 0.10 -0.32 0.21 0.001
Br 11.31253 -0.37797 -0.39112 -0.05 -0.04 -0.29 -0.016
Br 10.62112 -2.17246 -2.96354 0.26 0.35 0.04 -0.014
H 12.46243 -0.54363 -2.59098 -0.29 0.01 0.11 0.343

---

Record 3
55
Properties=species:S:1:pos:R:3:forces:R:3:nbo_charge:R:1 method="wB97M-V/def2-TZVPD" total_energy_ha=-12430.99510 gap_ev=5.12
C 5.30983 -2.71243 3.14898 -0.29 -0.09 -0.64 -0.618
C 4.99809 -1.58052 2.14772 -0.07 -0.56 0.90 -0.459
C 4.05057 -0.52469 2.69372 1.65 -0.52 -0.45 -0.090
O 2.86576 -1.24161 3.13896 0.19 1.35 0.28 -0.543
C 1.79263 -0.47584 3.47126 -2.16 -1.04 0.11 0.380
O 1.65163 0.85522 2.91871 -0.09 -0.04 -1.11 -0.664
S 0.74102 0.82456 1.60978 0.31 0.15 0.23 2.558
O 1.48333 0.42801 0.44662 0.10 -0.93 0.40 -0.974
O 0.09543 2.06071 1.43330 -0.95 0.90 0.46 -0.917
O -0.27825 -0.32301 2.10781 0.58 1.00 0.40 -0.618
C 0.64369 -1.22985 2.72318 0.91 -0.96 -1.45 -0.051
C 0.10140 -2.53724 3.30331 0.74 0.60 -0.13 0.630
F -1.11838 -2.46682 3.82033 -0.69 0.04 -0.38 -0.285
F 0.91298 -2.94622 4.29830 0.35 -0.03 0.22 -0.303
C 0.20317 -3.62757 2.21403 -1.19 -0.88 1.59 0.509
F -0.28645 -3.23005 1.05583 0.06 0.25 -0.62 -0.286
F 1.53419 -3.99098 2.03197 -1.86 1.87 2.68 -0.397
H 4.38338 -3.12060 3.58035 0.21 0.13 0.18 0.177
H 5.75458 -3.53341 2.57102 0.21 0.11 0.27 0.198
H 6.00046 -2.43167 3.94681 -0.10 0.03 -0.05 0.212
H 4.44755 -2.04183 1.30921 0.26 0.16 -0.08 0.152
H 5.90687 -1.08239 1.66306 -1.20 -0.72 0.87 0.318
H 4.50076 0.03163 3.52370 -0.25 -0.02 -0.01 0.184
H 3.85034 0.12991 1.84238 -0.33 0.14 0.30 0.212
H 1.53641 -0.34459 4.52730 0.77 0.01 0.08 0.196
H 1.20854 -1.58906 1.84855 0.12 -0.08 0.33 0.215
H -0.32498 -4.51712 2.57231 0.07 -0.04 -0.17 0.171
Na 1.03030 1.82170 -1.30816 -0.28 -0.19 -0.30 0.987
C -3.62804 2.94080 -2.22876 -0.15 -0.04 -0.05 0.776
O -2.67746 2.27076 -2.58638 0.39 0.14 0.19 -0.664
N -4.09192 2.93519 -0.94066 0.10 0.05 0.14 -0.851
N -4.31349 3.75396 -3.08506 0.06 0.11 -0.10 -0.846
H -4.87381 3.47802 -0.62782 -0.02 -0.02 -0.04 0.387
H -3.61476 2.34532 -0.28559 -0.06 -0.06 -0.04 0.403
H -4.00150 3.78081 -4.03841 -0.01 -0.03 0.02 0.410
H -5.10009 4.31225 -2.81426 -0.02 -0.06 0.01 0.387
N -2.30698 -1.08491 -3.76406 -0.14 0.06 -0.06 0.718
O -1.29792 -1.38404 -3.08275 0.41 0.02 0.29 -0.607
O -3.43972 -1.18603 -3.24854 -0.14 -0.18 0.22 -0.566
O -2.18201 -0.70077 -4.93283 0.07 0.05 -0.08 -0.527
C 0.03009 5.72350 1.40458 -0.03 0.13 0.03 -0.290
Cl -0.48967 6.26854 2.99975 0.01 -0.05 -0.03 0.024
Cl -1.19080 6.10170 0.18578 0.04 -0.09 0.00 0.021
Cl 1.58533 6.44091 0.97549 -0.01 -0.07 -0.01 0.021
H 0.15186 4.64845 1.43943 -0.03 0.02 0.04 0.226
Cl 6.38142 -0.19897 0.05985 0.37 0.80 -1.20 -0.893
K 2.44237 -4.88507 0.41970 2.01 -1.48 -3.18 0.991
O -3.44940 -3.65985 -1.36456 0.07 0.08 0.37 -0.974
H -3.30391 -2.78161 -1.75679 0.05 0.08 -0.41 0.509
H -4.18842 -3.52540 -0.76358 -0.02 -0.02 -0.12 0.453
C -3.76783 0.72818 -8.12243 0.02 -0.08 0.12 -0.488
Br -4.13477 1.66828 -9.77119 0.00 -0.04 0.07 0.064
Br -4.02286 1.85551 -6.58493 -0.04 -0.07 -0.07 0.091
Br -4.78714 -0.89930 -7.98672 0.05 0.15 -0.02 0.102
H -2.72337 0.44957 -8.13959 -0.03 0.00 0.03 0.231

---

Record 4
20
Properties=species:S:1:pos:R:3:forces:R:3:nbo_charge:R:1 method="wB97M-V/def2-TZVPD" total_energy_ha=-939.86699 smiles="CP(=O)(n1cncn1)n1cncn1" gap_ev=11.04
C -0.05473 1.98501 -1.04192 6.52 0.34 -0.26 -0.955
P 0.96647 0.60978 -0.44902 -0.86 -0.43 -1.86 2.204
O 2.41397 0.35303 -0.63320 -1.03 0.90 0.72 -1.025
N 0.18199 -0.71076 -1.17911 -2.07 -0.12 -1.19 -0.564
C 0.41243 -2.02188 -1.38258 0.46 -0.77 0.94 0.222
N -0.63909 -2.67831 -1.79242 -1.24 1.32 -0.23 -0.465
C -1.62790 -1.62019 -1.89274 2.60 -1.86 0.02 0.154
N -1.12155 -0.48569 -1.58468 -0.24 1.45 0.88 -0.299
N 0.39731 0.55883 1.15943 1.98 -1.63 -0.34 -0.538
C 0.84223 -0.50960 1.91607 -3.71 2.67 2.63 0.187
N 0.19646 -0.44555 3.08618 0.72 1.07 -0.28 -0.452
C -0.52038 0.76954 3.03339 1.62 -1.60 -1.87 0.142
N -0.43746 1.35187 1.85100 -0.14 0.20 0.55 -0.258
H 0.51753 2.62264 -0.35067 -0.99 1.27 -0.16 0.235
H 0.14075 2.31351 -2.05896 0.35 -0.26 -0.04 0.264
H -1.02839 1.90295 -0.90334 -4.19 -0.48 1.28 0.271
H 1.38226 -2.40799 -1.06550 -0.37 -0.25 -0.48 0.218
H -2.65424 -1.70092 -2.21539 0.16 -0.36 -0.07 0.216
H 1.59589 -1.17283 1.64710 0.90 -1.13 -0.59 0.227
H -0.96355 1.28659 3.85638 -0.49 -0.31 0.32 0.215